{"formula": "C3H9NO", "method": "the ωB97M-V functional and the def2-TZVPD basis", "species": ["C", "C", "C", "N", "H", "H", "H", "H", "H", "H", "H", "O", "H", "H"], "xyz": [[1.366480, -1.927496, -0.001554], [1.033718, -0.509877, -0.348397], [-0.195842, -0.169211, -0.624323], [-0.804779, 1.184020, -0.866320], [1.313618, -2.112706, 1.076574], [2.390496, -2.155692, -0.280127], [0.668109, -2.609893, -0.461436], [1.738623, 0.322741, -0.327037], [-1.031659, -0.854743, -0.628045], [-0.328747, 1.703401, -1.601135], [-0.100420, 1.221444, -0.104560], [-1.807796, 1.764664, 1.617092], [-1.745327, 1.771758, 0.644433], [-2.496474, 2.371588, 1.904835]], "forces_ev_per_a": [[0.579, 0.278, 0.577], [0.276, 0.359, 0.198], [-3.134, -1.318, -2.345], [2.495, -0.929, 1.299], [-0.012, 0.199, -0.020], [0.033, -0.238, -0.257], [-0.047, -0.204, -0.283], [0.460, -0.484, 0.072], [0.304, -0.696, 0.108], [0.000, -0.340, -0.291], [-0.719, 3.334, 0.725], [0.044, -0.015, 0.299], [-0.352, 0.118, 0.194], [0.074, -0.064, -0.274]], "smiles": "C/C=C/N.O", "charge": 0, "homo_energy_ev": -9.545, "spin_multiplicity": 1}

---

{"formula": "C34H51BCl3N2O8SV", "method": "the ωB97M-V functional and the def2-TZVPD basis", "species": ["V", "C", "N", "C", "C", "O", "C", "O", "C", "C", "O", "N", "C", "C", "H", "H", "H", "H", "H", "H", "H", "H", "H", "H", "H", "H", "H", "H", "H", "H", "Cl", "C", "C", "C", "Cl", "C", "O", "C", "C", "O", "C", "H", "H", "H", "C", "C", "C", "O", "B", "O", "C", "C", "C", "H", "H", "H", "H", "H", "H", "H", "H", "H", "H", "H", "H", "Cl", "C", "C", "C", "C", "C", "C", "C", "H", "H", "H", "H", "H", "H", "C", "C", "C", "S", "O", "C", "C", "C", "H", "H", "H", "H", "H", "H", "H", "H", "H", "H", "H", "H", "H", "H"], "xyz": [[-0.022717, 0.469819, -0.120619], [-4.357433, 0.965576, 1.951832], [-3.575149, -0.115048, 2.542129], [-4.076302, -0.690498, 3.783310], [-2.416447, -0.439549, 1.967314], [-2.031568, 0.166587, 0.953800], [-1.574292, -1.561838, 2.580024], [-0.479625, -1.866620, 1.781015], [-0.741303, -2.821830, 0.767221], [0.220675, -2.541902, -0.391961], [0.042338, -1.135870, -0.645348], [-0.233049, -3.208435, -1.579031], [0.487934, -2.889676, -2.801037], [-0.626993, -4.606092, -1.491867], [-5.297343, 1.045482, 2.491264], [-4.564897, 0.754873, 0.904053], [-3.824058, 1.914750, 2.016595], [-5.068916, -1.111391, 3.623728], [-4.142638, 0.081816, 4.550749], [-3.424882, -1.476282, 4.148228], [-2.201227, -2.441301, 2.762293], [-1.192967, -1.222925, 3.547706], [-1.760545, -2.713116, 0.384058], [-0.600573, -3.829046, 1.164861], [0.742315, -1.831530, -2.816957], [-0.173066, -3.076202, -3.648407], [1.393989, -3.487817, -2.944539], [-1.338534, -4.769629, -0.684473], [0.213434, -5.298188, -1.360800], [-1.135020, -4.865969, -2.421251], [1.877037, 4.187493, 5.914535], [1.597059, 3.137437, 4.569609], [2.201554, 1.866731, 4.563354], [2.012434, 1.003135, 3.517657], [2.741862, -0.556079, 3.515855], [1.203440, 1.366434, 2.410556], [1.058021, 0.550986, 1.420718], [0.590378, 2.642502, 2.448670], [-0.250427, 3.053629, 1.383117], [-0.558557, 2.370283, 0.388494], [0.803569, 3.525300, 3.532163], [2.825784, 1.568956, 5.395090], [-0.675617, 4.062976, 1.441761], [0.334311, 4.500896, 3.531643], [2.699201, 1.806114, -4.079286], [3.164962, 2.114359, -2.663565], [3.960162, 3.401625, -2.626397], [1.952587, 2.286039, -1.852330], [1.700001, 1.072314, -1.270012], [2.711115, 0.170869, -1.430184], [3.851953, 0.901237, -1.972041], [4.611515, -0.018948, -2.905109], [4.714190, 1.296167, -0.782136], [2.095342, 2.637048, -4.446040], [2.089023, 0.901353, -4.111231], [3.546229, 1.685996, -4.754394], [3.404049, 4.192104, -3.130626], [4.910616, 3.273559, -3.147653], [4.162177, 3.719570, -1.605875], [3.959352, -0.442754, -3.666278], [5.049369, -0.836144, -2.331677], [5.422290, 0.520592, -3.398042], [4.173592, 1.962428, -0.107723], [5.630561, 1.791984, -1.102891], [4.982752, 0.395830, -0.230064], [1.642358, -4.134757, 2.808205], [2.204097, -4.830641, 1.309980], [2.672559, -6.135953, 1.365511], [3.219917, -6.719168, 0.236963], [3.326179, -5.978803, -0.931212], [2.848390, -4.680967, -0.965939], [2.238865, -4.078227, 0.136284], [1.713349, -2.668800, 0.005848], [2.619914, -6.676138, 2.300489], [3.586027, -7.735955, 0.280964], [3.787089, -6.408186, -1.810622], [2.954261, -4.102734, -1.874270], [1.854836, -2.105942, 0.930621], [2.281918, -2.151682, -0.767418], [-1.373585, 5.129218, -3.043667], [-1.340413, 3.874384, -2.176716], [-1.008681, 2.659681, -3.030084], [-1.254701, 1.029865, -2.309061], [-0.906744, 0.065907, -3.370649], [-3.062054, 1.062218, -2.082359], [-3.710672, -0.218651, -2.599033], [-3.416846, -1.456837, -1.764857], [-1.569603, 6.014914, -2.440354], [-2.151515, 5.062907, -3.805883], [-0.419294, 5.276046, -3.552100], [-2.302063, 3.745194, -1.672896], [-0.583896, 3.977133, -1.401022], [0.041309, 2.655693, -3.317021], [-1.619913, 2.611580, -3.936138], [-3.430102, 1.929157, -2.632342], [-3.228686, 1.214703, -1.014762], [-3.386728, -0.382027, -3.627640], [-4.786680, -0.032098, -2.633658], [-2.352750, -1.699478, -1.775302], [-3.952923, -2.317548, -2.165958], [-3.733344, -1.316281, -0.728359]], "forces_ev_per_a": [[-0.225, -0.425, -0.150], [0.001, 0.006, -0.004], [0.018, -0.004, -0.008], [-0.010, -0.008, -0.006], [-0.017, -0.043, 0.022], [0.091, 0.106, -0.014], [0.006, -0.004, 0.024], [0.040, -0.051, 0.020], [0.033, -0.014, -0.002], [-0.043, 0.027, -0.040], [0.087, 0.126, 0.105], [-0.009, -0.063, 0.010], [-0.001, 0.027, -0.033], [0.032, 0.003, 0.006], [0.001, 0.001, 0.002], [-0.005, -0.002, 0.000], [0.004, -0.004, -0.004], [0.000, -0.003, -0.001], [-0.001, 0.001, -0.003], [0.005, 0.003, 0.003], [0.005, 0.005, -0.002], [-0.004, 0.001, 0.000], [-0.015, -0.004, -0.026], [0.017, -0.024, 0.013], [0.008, -0.028, -0.006], [-0.003, 0.010, -0.004], [-0.032, 0.008, -0.018], [-0.014, 0.005, 0.019], [-0.014, 0.004, 0.001], [0.002, 0.000, -0.003], [-0.001, 0.003, 0.001], [0.005, -0.007, 0.002], [0.001, 0.007, 0.008], [-0.015, 0.005, -0.007], [0.002, -0.007, -0.003], [-0.007, 0.014, 0.010], [0.065, 0.026, 0.006], [0.019, -0.006, 0.017], [-0.013, -0.010, -0.036], [0.026, 0.113, -0.011], [-0.004, -0.006, -0.012], [-0.001, -0.001, 0.000], [0.010, 0.010, -0.003], [-0.001, 0.001, 0.001], [-0.030, 0.004, 0.008], [-0.010, 0.010, 0.001], [-0.009, 0.007, -0.004], [0.016, -0.013, 0.021], [-0.063, 0.104, 0.021], [-0.025, -0.019, -0.030], [0.016, -0.003, 0.002], [0.000, 0.002, 0.001], [0.006, 0.008, -0.009], [0.013, 0.017, -0.003], [0.016, -0.007, 0.005], [-0.001, -0.004, -0.003], [0.000, 0.000, 0.004], [0.000, 0.000, 0.001], [0.001, 0.001, 0.000], [-0.003, -0.002, 0.004], [0.001, 0.001, 0.001], [0.002, 0.000, 0.001], [0.000, 0.000, 0.004], [0.002, 0.001, 0.002], [-0.002, -0.003, 0.003], [-0.105, 0.062, -0.043], [0.034, 0.027, -0.016], [-0.002, 0.002, 0.001], [0.001, -0.006, 0.001], [0.001, 0.003, -0.003], [-0.005, -0.012, 0.003], [-0.001, 0.002, 0.011], [0.019, -0.020, 0.013], [-0.002, 0.000, 0.000], [-0.001, -0.001, 0.000], [0.002, 0.001, 0.000], [0.018, -0.010, 0.022], [-0.013, -0.008, 0.012], [-0.007, 0.005, 0.004], [-0.004, -0.002, -0.006], [0.013, 0.021, 0.007], [0.014, 0.000, 0.038], [0.035, 0.003, 0.069], [0.007, 0.005, -0.004], [-0.007, -0.012, -0.018], [-0.003, 0.014, -0.009], [0.027, 0.007, 0.004], [-0.002, 0.001, 0.000], [0.002, 0.003, -0.001], [0.001, 0.000, 0.002], [-0.001, 0.005, -0.005], [-0.009, 0.005, -0.021], [0.012, 0.009, -0.015], [0.003, -0.010, -0.004], [0.000, -0.002, 0.008], [-0.008, -0.004, -0.001], [0.000, 0.004, -0.003], [-0.001, 0.005, 0.002], [0.011, -0.011, 0.017], [-0.001, 0.005, 0.008], [-0.003, 0.005, 0.027]], "s2": 0.768, "charge": 1, "homo_energy_ev": [-10.519, -10.528], "spin_multiplicity": 2}

---

{"formula": "C20H18BCl2N7O2Ti", "method": "the ωB97M-V functional and the def2-TZVPD basis", "species": ["Ti", "C", "C", "N", "N", "C", "B", "N", "C", "C", "C", "N", "N", "C", "C", "C", "N", "H", "H", "H", "H", "H", "H", "H", "H", "H", "H", "O", "C", "O", "C", "C", "C", "C", "C", "C", "C", "C", "C", "N", "H", "H", "H", "H", "H", "H", "Cl", "C", "Cl", "H", "H"], "xyz": [[0.182507, -0.034431, 0.024051], [-0.401397, -2.619683, -3.233499], [-0.780128, -1.497626, -2.509491], [0.055532, -1.326860, -1.476649], [0.977883, -2.309678, -1.535626], [0.723154, -3.101900, -2.580478], [2.066869, -2.371462, -0.447725], [1.284903, -2.487542, 0.879065], [1.299049, -3.504308, 1.746877], [0.287209, -3.311300, 2.673888], [-0.322428, -2.124517, 2.291281], [0.287664, -1.621456, 1.204064], [2.771590, -0.996847, -0.497231], [3.977064, -0.667614, -0.966129], [4.091588, 0.717293, -0.965135], [2.883015, 1.174123, -0.466684], [2.093634, 0.123807, -0.183382], [-0.877221, -3.026447, -4.102170], [-1.584988, -0.803800, -2.691194], [1.344024, -3.946634, -2.805035], [2.825246, -3.254222, -0.605921], [2.022619, -4.292917, 1.668777], [0.028472, -3.946381, 3.495906], [-1.150802, -1.612725, 2.753708], [4.685507, -1.413319, -1.265997], [4.924544, 1.304308, -1.295535], [2.560986, 2.187402, -0.286869], [-1.084354, 3.362250, -1.238401], [-0.597937, 2.493053, -0.578843], [-0.240574, 1.300523, -0.994511], [-0.301863, 2.631284, 0.904181], [-0.530832, 3.840874, 1.564382], [-0.278501, 3.904124, 2.914081], [0.282164, 2.787872, 3.560544], [0.608071, 2.802826, 4.933958], [1.237816, 1.734973, 5.512089], [1.607238, 0.625085, 4.732023], [1.278293, 0.561592, 3.400882], [0.569542, 1.616647, 2.789578], [0.202963, 1.536179, 1.477520], [-0.909120, 4.680182, 1.001308], [-0.484852, 4.798638, 3.480058], [0.361776, 3.683234, 5.505304], [1.480525, 1.743029, 6.562943], [2.167950, -0.176347, 5.191794], [1.601591, -0.269275, 2.782474], [-2.352365, -0.024603, 0.246450], [-3.824037, -0.608478, 1.088215], [-3.506816, -0.862578, 2.802396], [-4.127319, -1.548028, 0.627516], [-4.581300, 0.168444, 0.978112]], "forces_ev_per_a": [[0.650, -0.943, 0.887], [-0.183, 0.337, 0.209], [-0.148, -0.272, -0.610], [0.075, -0.282, -0.599], [0.255, -0.780, -0.323], [-0.153, 0.319, 0.158], [-0.303, 0.237, -0.076], [0.597, -0.530, 0.182], [-0.155, 0.393, -0.013], [-0.230, 0.394, -0.123], [0.119, -0.438, 0.396], [-0.182, -1.048, 1.121], [0.874, -0.585, -0.003], [-0.378, 0.158, 0.182], [-0.432, 0.224, 0.170], [0.726, 0.264, -0.205], [0.648, 0.050, -0.032], [-0.055, -0.041, -0.172], [-0.014, -0.008, 0.031], [0.166, -0.151, 0.007], [0.171, -0.251, -0.025], [0.115, -0.129, -0.120], [-0.052, -0.097, 0.160], [0.109, 0.023, -0.084], [0.086, -0.246, -0.070], [0.155, 0.091, 0.014], [-0.059, -0.034, -0.022], [0.330, -0.669, 0.195], [-0.875, 2.794, 0.771], [-0.666, 0.595, -1.874], [-0.068, 0.507, -0.003], [-0.027, -0.235, -0.101], [0.043, -0.340, -0.227], [0.014, -0.342, -0.317], [0.128, -0.206, 0.090], [-0.127, 0.244, -0.017], [-0.083, -0.037, -0.365], [0.123, -0.118, -0.032], [0.168, 0.062, 0.744], [-0.149, 0.636, -0.349], [-0.075, 0.006, -0.047], [-0.014, 0.152, 0.054], [-0.016, 0.100, 0.131], [0.027, 0.068, 0.089], [0.007, -0.060, -0.029], [-0.047, 0.056, 0.211], [-0.851, 0.396, -0.487], [-0.387, -0.495, 0.818], [-0.306, 0.105, -0.187], [0.157, 0.190, 0.008], [0.293, -0.062, -0.117]], "charge": 2, "homo_energy_ev": -14.891, "spin_multiplicity": 1}

---

{"formula": "C19H31IKN3O2SSi", "method": "the ωB97M-V functional and the def2-TZVPD basis", "species": ["K", "N", "C", "C", "C", "C", "C", "C", "C", "C", "N", "C", "H", "H", "H", "H", "H", "H", "H", "H", "C", "Si", "C", "C", "C", "H", "H", "H", "H", "H", "H", "H", "H", "H", "H", "H", "O", "S", "C", "C", "C", "C", "H", "H", "H", "H", "H", "H", "H", "H", "N", "C", "O", "C", "I", "H", "H", "H", "H"], "xyz": [[0.304683, 0.569086, 0.237015], [3.645846, 0.212670, 0.343440], [4.234892, -1.033724, 0.358684], [5.593345, -1.202978, 0.210405], [6.170629, -2.482749, 0.174581], [5.402815, -3.607256, 0.290350], [4.005245, -3.475845, 0.439609], [3.149527, -4.595968, 0.554571], [1.804959, -4.413248, 0.679761], [1.304945, -3.094622, 0.693660], [2.061415, -2.031471, 0.594940], [3.406890, -2.193559, 0.469880], [4.235726, 1.009478, 0.525305], [2.764212, 0.287210, 0.816846], [6.225255, -0.327792, 0.119341], [7.243359, -2.565124, 0.056683], [5.842758, -4.595933, 0.268921], [3.583405, -5.588549, 0.538633], [1.117430, -5.243461, 0.765647], [0.235892, -2.925821, 0.791651], [-3.543032, -3.428158, -1.404666], [-3.382407, -2.731198, 0.329697], [-4.935460, -1.797882, 0.841633], [-2.988673, -4.108019, 1.546375], [-2.000763, -1.491997, 0.346051], [-4.348037, -4.164751, -1.453842], [-2.620270, -3.926772, -1.708913], [-3.765258, -2.647591, -2.134468], [-5.806185, -2.458136, 0.867744], [-5.145736, -0.994365, 0.133929], [-4.821170, -1.358119, 1.833680], [-3.833247, -4.793446, 1.646833], [-2.756819, -3.722088, 2.540578], [-2.132245, -4.689486, 1.197437], [-1.677523, -1.002637, 1.259340], [-1.595077, -1.062673, -0.564454], [-1.723236, 1.940569, 0.582796], [-1.551767, 3.396338, 0.217550], [-1.391997, 3.371744, -1.606309], [-2.625773, 4.041522, -2.204382], [-3.775658, 3.780825, -1.237904], [-3.211379, 4.125436, 0.131186], [-1.357507, 2.303788, -1.831458], [-0.458816, 3.860695, -1.878870], [-2.826201, 3.663900, -3.207632], [-2.435893, 5.114401, -2.281734], [-4.073782, 2.729468, -1.264102], [-4.654253, 4.384650, -1.468652], [-3.767568, 3.761597, 0.993249], [-3.048626, 5.201929, 0.230182], [3.297439, 3.889345, -0.640132], [2.221039, 3.725712, 0.203318], [1.569583, 2.659917, 0.173884], [1.930284, 4.775327, 1.121903], [0.452157, 6.548672, -0.940462], [3.262797, 3.276302, -1.440691], [3.516836, 4.847905, -0.868941], [2.591747, 5.617501, 1.238958], [1.079244, 4.659422, 1.771378]], "forces_ev_per_a": [[0.319, -0.358, -0.036], [-0.076, 0.140, -0.016], [0.086, 0.023, 0.028], [-0.084, 0.063, 0.009], [-0.015, -0.079, 0.001], [0.106, 0.027, -0.006], [-0.065, 0.053, -0.004], [-0.013, 0.022, -0.002], [-0.039, 0.044, -0.003], [0.057, -0.057, 0.022], [-0.150, 0.382, 0.030], [0.062, -0.257, -0.028], [0.052, -0.041, -0.079], [0.107, -0.065, 0.065], [0.001, 0.000, 0.003], [-0.003, -0.020, 0.004], [0.006, 0.008, -0.004], [-0.015, -0.009, -0.003], [0.033, -0.023, 0.006], [-0.018, -0.003, -0.009], [-0.034, -0.002, 0.142], [-0.078, 0.101, 0.037], [0.033, -0.244, -0.068], [-0.067, 0.042, -0.095], [0.013, -0.018, -0.046], [0.002, 0.004, 0.001], [0.001, 0.011, -0.011], [0.015, 0.019, 0.012], [0.017, -0.005, -0.005], [0.013, 0.025, 0.022], [0.028, 0.024, -0.010], [-0.003, 0.006, -0.013], [0.009, 0.030, -0.009], [0.011, 0.002, 0.028], [-0.046, -0.021, 0.057], [-0.074, -0.086, -0.058], [-0.381, -0.244, 0.150], [0.144, 0.407, -0.122], [-0.011, 0.117, 0.031], [0.081, 0.040, -0.023], [-0.100, -0.018, 0.029], [0.136, 0.058, -0.044], [-0.013, -0.010, 0.000], [0.001, -0.014, 0.018], [-0.006, -0.009, 0.001], [-0.015, 0.000, 0.004], [0.010, 0.001, -0.004], [0.001, -0.010, -0.003], [-0.013, -0.040, -0.020], [-0.010, -0.011, 0.006], [-0.111, -0.044, -0.060], [-0.031, 0.230, 0.267], [0.083, -0.109, -0.126], [-0.083, 0.068, -0.241], [0.071, -0.179, 0.146], [0.060, 0.002, -0.004], [-0.013, 0.000, -0.005], [-0.006, 0.014, 0.009], [0.015, 0.017, 0.030]], "charge": 0, "homo_energy_ev": [-6.644, -7.134], "spin_multiplicity": 1}

---

Energy (hartree)
-249.61387; -4785.16406; -3101.06682; -2642.66322